[1]
{"formula": "C21H42BGeIrN7O3S", "method": "ωB97M-V/def2-TZVPD", "symbols": ["Ir", "C", "C", "C", "C", "O", "Ge", "O", "C", "C", "C", "C", "O", "C", "C", "C", "C", "H", "H", "H", "H", "H", "H", "H", "H", "H", "H", "H", "H", "H", "H", "H", "H", "H", "H", "H", "H", "H", "H", "H", "H", "H", "H", "H", "C", "C", "C", "N", "N", "C", "N", "S", "H", "H", "H", "H", "H", "H", "H", "N", "C", "C", "N", "C", "C", "N", "H", "H", "H", "H", "H", "B", "C", "N", "H", "H", "H"], "coordinates": [[0.127, -0.348, -0.580], [0.103, 1.326, 4.405], [0.606, 0.165, 3.543], [0.226, -1.163, 4.206], [2.129, 0.287, 3.400], [0.044, 0.211, 2.251], [-1.408, 1.154, 1.668], [-0.170, 1.719, 0.038], [0.281, 3.006, -0.266], [1.233, 3.498, 0.835], [-0.945, 3.928, -0.364], [1.009, 2.985, -1.620], [-1.774, -0.552, 0.540], [-3.027, -1.099, 0.247], [-2.830, -2.569, -0.155], [-3.898, -1.038, 1.513], [-3.698, -0.313, -0.889], [0.571, 1.296, 5.384], [-0.980, 1.260, 4.535], [0.347, 2.274, 3.924], [0.683, -1.248, 5.187], [0.543, -2.002, 3.593], [-0.855, -1.209, 4.318], [2.579, 0.335, 4.387], [2.369, 1.196, 2.852], [2.533, -0.563, 2.861], [0.717, 3.427, 1.794], [1.532, 4.529, 0.663], [2.124, 2.875, 0.866], [-1.432, 4.010, 0.609], [-1.650, 3.496, -1.073], [-0.652, 4.917, -0.706], [1.771, 2.202, -1.624], [1.481, 3.946, -1.810], [0.285, 2.794, -2.409], [-2.423, -3.127, 0.687], [-2.140, -2.646, -0.998], [-3.783, -3.008, -0.439], [-3.376, -1.499, 2.349], [-4.829, -1.573, 1.350], [-4.125, -0.002, 1.764], [-3.072, -0.337, -1.779], [-3.827, 0.726, -0.582], [-4.667, -0.745, -1.123], [-2.236, 3.233, -4.756], [-2.468, 1.718, -4.697], [-1.260, 1.034, -4.192], [-1.042, 0.750, -2.963], [0.147, 0.195, -2.720], [0.889, 0.023, -3.802], [2.109, -0.521, -3.777], [0.099, 0.598, -5.233], [-3.132, 3.725, -5.120], [-1.414, 3.472, -5.426], [-2.010, 3.631, -3.771], [-2.713, 1.350, -5.692], [-3.291, 1.491, -4.019], [2.386, -1.035, -2.955], [2.596, -0.711, -4.638], [5.342, -1.857, 2.127], [4.120, -2.338, 1.891], [3.320, -1.915, 0.810], [2.134, -2.528, 0.577], [1.720, -3.511, 1.426], [2.496, -3.819, 2.521], [3.667, -3.265, 2.751], [5.797, -1.194, 1.527], [5.857, -2.243, 2.904], [3.622, -1.145, 0.118], [0.773, -3.980, 1.231], [2.166, -4.555, 3.239], [-0.069, -3.165, -2.391], [0.881, -3.239, -1.213], [1.406, -2.211, -0.528], [-0.515, -2.136, -2.729], [1.224, -4.220, -0.895], [-0.333, -4.152, -2.955]], "atomic_forces_ev_per_a": [[-0.4, 1.0, 0.3], [0.0, -0.2, -0.3], [0.3, 0.0, 0.5], [0.0, 0.5, -0.1], [-0.5, 0.2, 0.1], [0.0, -0.2, -0.7], [0.2, -0.3, -0.8], [-0.9, -2.5, 0.9], [0.5, 1.3, -0.5], [-0.4, -0.3, -0.2], [0.3, -0.4, 0.1], [-0.3, 0.0, 0.4], [2.3, 1.3, 0.4], [-1.3, -0.6, -0.6], [0.0, 0.4, 0.3], [0.4, 0.1, -0.3], [0.3, -0.2, 0.3], [0.0, 0.1, 0.1], [0.0, 0.1, 0.1], [0.0, 0.1, 0.1], [0.1, -0.1, 0.2], [0.1, -0.2, -0.2], [-0.1, -0.1, 0.0], [0.2, 0.0, 0.1], [0.1, 0.1, 0.0], [0.0, -0.2, -0.1], [0.1, 0.1, 0.1], [0.0, 0.1, 0.0], [0.1, -0.1, 0.0], [0.0, 0.1, 0.0], [-0.1, 0.0, 0.0], [0.0, 0.1, 0.0], [0.1, 0.0, 0.0], [0.1, 0.1, 0.0], [0.1, 0.0, -0.1], [0.0, -0.1, 0.1], [0.0, 0.0, -0.2], [0.0, -0.1, -0.1], [0.0, -0.1, 0.1], [-0.1, 0.0, 0.0], [-0.1, 0.0, 0.0], [0.0, 0.0, -0.1], [-0.1, 0.0, -0.1], [-0.1, 0.0, 0.0], [-0.1, -0.1, 0.0], [-0.1, 0.4, -0.1], [0.5, -0.3, -0.1], [-1.3, 0.6, -0.2], [1.1, -0.8, -0.1], [-0.9, 0.4, 0.2], [0.6, -0.3, 0.0], [0.0, 0.0, 0.6], [-0.1, 0.1, -0.1], [0.1, 0.1, -0.1], [0.1, 0.0, 0.1], [-0.1, -0.1, 0.0], [0.0, -0.1, -0.1], [0.0, 0.1, -0.1], [0.0, 0.0, 0.1], [-1.2, -0.5, -0.4], [0.2, 0.4, -0.1], [0.9, 1.1, -0.5], [-0.8, 0.0, -0.8], [-0.4, -0.7, 0.3], [0.7, 0.0, 0.4], [0.4, -0.7, 1.2], [0.1, 0.3, -0.2], [0.1, -0.1, 0.3], [-0.1, 0.1, -0.1], [-0.2, 0.0, 0.0], [-0.2, -0.1, 0.0], [-0.4, 0.5, -0.4], [1.1, 0.0, 1.4], [-0.5, 0.1, -1.1], [-0.2, 0.2, -0.1], [0.0, -0.1, 0.1], [-0.1, -0.4, -0.1]], "s2": 8.8334, "homo_lumo_gap_ev": [5.938, 3.423], "spin_multiplicity": 6, "e_above_lowest_ev": 2.141, "charge": 2}

[2]
{"formula": "C31H58BN2O9", "method": "ωB97M-V/def2-TZVPD", "symbols": ["C", "C", "O", "C", "N", "C", "C", "C", "C", "O", "O", "C", "C", "B", "O", "N", "C", "C", "H", "H", "H", "H", "H", "H", "H", "H", "H", "H", "H", "H", "H", "H", "H", "H", "H", "H", "C", "C", "C", "O", "C", "H", "H", "H", "H", "H", "H", "H", "H", "C", "C", "C", "O", "C", "H", "H", "H", "H", "H", "H", "H", "H", "C", "C", "C", "O", "C", "H", "H", "H", "H", "H", "H", "H", "H", "C", "C", "C", "O", "C", "H", "H", "H", "H", "H", "H", "H", "H", "C", "C", "C", "O", "C", "H", "H", "H", "H", "H", "H", "H", "H"], "coordinates": [[-1.276, 1.374, -2.658], [-0.294, 0.215, -2.849], [0.664, 0.232, -1.795], [-1.133, -1.062, -2.743], [-0.352, -2.304, -2.581], [0.887, -2.361, -3.094], [1.686, -3.483, -2.975], [1.202, -4.587, -2.300], [2.008, -5.830, -2.123], [2.310, -6.496, -3.048], [2.323, -6.182, -0.875], [-0.092, -4.529, -1.792], [-0.872, -3.387, -1.941], [-2.363, -3.463, -1.328], [-2.503, -4.240, -0.192], [-3.455, -2.750, -1.885], [-3.687, -2.994, -3.336], [-4.711, -2.867, -1.107], [-1.288, 1.579, -1.592], [-2.291, 1.076, -2.907], [-0.988, 2.265, -3.196], [0.169, 0.263, -3.834], [1.513, 0.472, -2.175], [-1.713, -1.133, -3.657], [-1.810, -0.923, -1.913], [1.284, -1.520, -3.627], [2.678, -3.497, -3.392], [2.132, -5.456, -0.265], [-0.495, -5.378, -1.269], [-2.905, -5.087, -0.438], [-3.606, -2.067, -3.901], [-3.023, -3.739, -3.763], [-4.711, -3.323, -3.459], [-4.511, -2.639, -0.069], [-5.139, -3.860, -1.223], [-5.408, -2.117, -1.464], [-3.932, 5.871, -3.714], [-2.564, 6.455, -3.373], [-1.778, 5.207, -3.001], [-2.324, 4.136, -3.785], [-3.550, 4.563, -4.391], [-4.537, 6.513, -4.351], [-4.492, 5.672, -2.798], [-2.128, 6.927, -4.256], [-2.588, 7.191, -2.571], [-1.903, 4.958, -1.942], [-0.712, 5.298, -3.212], [-3.374, 4.707, -5.463], [-4.302, 3.784, -4.265], [1.280, 2.555, 1.842], [0.453, 2.108, 3.043], [-0.896, 2.748, 2.747], [-1.018, 2.795, 1.321], [0.249, 2.499, 0.723], [2.150, 1.928, 1.649], [1.628, 3.575, 1.990], [0.359, 1.019, 3.051], [0.870, 2.421, 3.999], [-0.942, 3.772, 3.132], [-1.735, 2.186, 3.159], [0.192, 1.502, 0.279], [0.448, 3.221, -0.073], [3.859, 6.259, 4.768], [5.125, 5.410, 4.690], [4.587, 4.099, 4.134], [3.469, 4.441, 3.304], [3.109, 5.808, 3.523], [4.046, 7.331, 4.782], [3.291, 6.000, 5.665], [5.830, 5.857, 3.985], [5.631, 5.288, 5.646], [4.232, 3.443, 4.937], [5.320, 3.551, 3.545], [3.411, 6.391, 2.646], [2.025, 5.882, 3.631], [8.166, 0.661, 1.930], [7.214, -0.518, 2.104], [6.059, 0.127, 2.858], [6.008, 1.491, 2.431], [7.195, 1.810, 1.697], [8.876, 0.537, 1.114], [8.730, 0.825, 2.850], [6.876, -0.874, 1.128], [7.649, -1.360, 2.640], [6.231, 0.109, 3.939], [5.098, -0.348, 2.654], [6.933, 1.901, 0.637], [7.582, 2.770, 2.040], [-5.429, -6.478, 2.314], [-6.341, -7.550, 1.719], [-6.115, -7.360, 0.224], [-4.763, -6.898, 0.076], [-4.248, -6.529, 1.360], [-5.144, -6.661, 3.348], [-5.917, -5.502, 2.262], [-6.005, -8.541, 2.029], [-7.386, -7.442, 2.002], [-6.789, -6.601, -0.187], [-6.242, -8.280, -0.347], [-3.521, -7.286, 1.673], [-3.738, -5.572, 1.278]], "atomic_forces_ev_per_a": [[0.3, -0.4, 0.2], [-0.7, 0.1, 0.3], [0.3, -0.3, -0.5], [0.4, 0.8, -0.3], [0.2, -0.6, 0.0], [0.5, -0.5, -0.1], [-0.2, 0.0, 0.1], [-0.6, 0.4, 0.4], [0.0, 0.1, 0.3], [0.3, -0.6, -1.1], [0.0, 0.3, 0.4], [0.3, 0.5, -0.2], [-0.3, -0.2, 0.1], [-0.2, 0.7, 0.3], [0.7, -0.2, -0.6], [-0.1, -1.7, -0.2], [-0.1, 1.1, 0.3], [0.4, 0.5, -0.3], [0.0, 0.2, 0.2], [-0.1, 0.2, -0.4], [-0.1, 0.2, -0.1], [0.3, 0.1, 0.0], [0.1, 0.2, 0.3], [-0.2, -0.2, 0.0], [-0.1, -0.4, 0.3], [-0.3, 0.3, 0.0], [0.1, 0.1, -0.2], [0.0, -0.1, 0.2], [-0.2, -0.1, 0.2], [-0.4, 0.0, 0.4], [0.0, 0.1, -0.2], [0.1, -0.1, 0.0], [-0.1, -0.3, -0.1], [0.0, -0.2, 0.2], [-0.2, -0.1, 0.2], [-0.2, 0.0, -0.1], [0.0, 0.0, 0.1], [0.0, 0.0, -0.1], [0.0, 0.0, 0.1], [0.0, 0.1, 0.0], [0.1, 0.0, -0.1], [0.0, 0.0, 0.0], [0.0, 0.0, 0.0], [0.0, 0.0, 0.0], [0.0, 0.0, 0.0], [0.0, 0.0, 0.0], [0.0, -0.1, 0.0], [-0.1, 0.0, 0.0], [0.0, 0.0, 0.0], [-0.1, 0.1, -0.1], [0.0, -0.1, 0.0], [0.0, 0.1, 0.0], [0.0, 0.0, 0.0], [0.0, -0.1, 0.1], [0.0, 0.0, 0.0], [0.1, 0.0, 0.0], [0.0, 0.0, 0.0], [0.0, 0.0, 0.0], [0.0, 0.0, 0.1], [0.0, 0.0, -0.1], [0.1, 0.0, 0.0], [-0.1, 0.0, 0.0], [0.0, -0.1, 0.1], [0.0, 0.1, -0.1], [0.0, 0.0, 0.1], [0.0, 0.1, 0.1], [0.1, 0.0, -0.1], [0.0, 0.0, 0.0], [0.0, 0.0, 0.0], [0.0, 0.0, 0.0], [0.0, 0.0, 0.0], [0.0, 0.0, 0.0], [-0.1, -0.1, -0.1], [0.0, 0.1, 0.0], [0.0, 0.0, 0.0], [0.0, 0.0, 0.1], [0.0, 0.0, -0.1], [0.0, 0.1, 0.1], [0.1, -0.1, -0.1], [-0.1, 0.0, -0.1], [0.0, 0.0, 0.0], [0.0, 0.0, 0.0], [0.0, 0.0, 0.0], [0.0, 0.0, 0.0], [0.0, -0.1, 0.0], [0.0, 0.1, 0.0], [0.1, 0.0, 0.0], [-0.1, 0.0, 0.0], [-0.2, 0.1, -0.1], [0.1, -0.1, 0.0], [-0.1, 0.1, 0.0], [0.0, 0.2, 0.0], [0.1, -0.2, 0.2], [0.0, 0.0, 0.0], [0.0, 0.0, 0.0], [0.0, 0.0, 0.0], [0.0, 0.0, 0.0], [0.0, 0.0, 0.0], [0.1, 0.0, 0.0], [0.0, 0.0, 0.0], [0.0, 0.0, 0.1]], "homo_lumo_gap_ev": 6.527, "e_above_lowest_ev": 0.000, "charge": 1}

[3]
{"formula": "C6H13O", "method": "ωB97M-V/def2-TZVPD", "symbols": ["C", "C", "C", "C", "C", "C", "O", "H", "H", "H", "H", "H", "H", "H", "H", "H", "H", "H", "H", "H"], "coordinates": [[1.259, -1.719, -0.643], [0.702, -0.704, 0.284], [-0.610, -0.008, -0.358], [-1.900, -0.847, 0.055], [-0.591, 1.492, 0.043], [0.733, 2.010, 0.540], [1.638, 2.037, -0.418], [0.781, -2.714, -0.612], [1.397, -1.136, -1.526], [2.284, -2.028, -0.258], [1.591, 0.014, 0.179], [0.570, -1.068, 1.289], [-0.496, -0.024, -1.511], [-1.596, -1.817, 0.572], [-2.590, -1.157, -0.675], [-2.440, -0.227, 0.793], [-0.823, 2.047, -0.888], [-1.301, 1.593, 0.891], [0.460, 3.066, 0.908], [0.933, 1.190, 1.334]], "atomic_forces_ev_per_a": [[1.6, -2.2, 1.7], [0.3, 1.7, -1.6], [1.3, -1.1, -0.5], [1.9, 0.3, 2.0], [-1.7, -0.8, -0.4], [-0.4, 0.0, 0.0], [1.3, 0.0, -0.7], [-0.5, 0.5, -1.0], [0.0, -0.7, -1.4], [-0.7, 0.6, -0.5], [-1.7, -0.3, 0.8], [-0.3, 0.0, 0.5], [0.0, -0.3, 1.8], [-0.2, 1.2, -0.5], [-0.7, 0.0, -1.4], [0.0, -0.4, -0.2], [-0.5, 0.2, 0.7], [-0.2, 0.4, -0.5], [0.5, -0.9, 0.7], [0.1, 1.8, 0.5]], "homo_lumo_gap_ev": 6.265, "e_above_lowest_ev": 1.587, "charge": -1}

[4]
{"formula": "C15H36BFO7Si2", "method": "ωB97M-V/def2-TZVPD", "symbols": ["C", "C", "C", "O", "C", "Si", "F", "O", "Si", "C", "C", "C", "O", "C", "C", "O", "C", "C", "C", "C", "O", "B", "O", "O", "C", "C", "H", "H", "H", "H", "H", "H", "H", "H", "H", "H", "H", "H", "H", "H", "H", "H", "H", "H", "H", "H", "H", "H", "H", "H", "H", "H", "H", "H", "H", "H", "H", "H", "H", "H", "H", "H"], "coordinates": [[3.051, -0.041, 2.817], [3.419, 0.995, 1.743], [3.384, 0.462, 0.312], [2.211, 0.940, -0.314], [2.096, 0.537, -1.662], [0.560, 1.291, -2.446], [0.948, 1.368, -4.025], [-0.730, 0.272, -2.388], [-1.502, -0.344, -1.050], [-0.369, -1.510, -0.139], [0.336, -2.537, -1.034], [1.524, -3.190, -0.347], [1.078, -3.939, 0.772], [1.772, -3.666, 1.965], [-2.103, 1.086, 0.036], [-1.141, 1.600, 0.953], [-0.992, 0.830, 2.131], [-3.000, -1.256, -1.736], [-3.746, -2.188, -0.765], [-3.221, -3.628, -0.745], [-3.687, -1.701, 0.592], [0.095, 3.186, -1.888], [-0.753, 3.914, -2.733], [0.576, 3.698, -0.736], [0.134, 4.944, -0.193], [-1.275, 4.828, 0.362], [2.468, -0.860, 2.376], [2.431, 0.396, 3.603], [3.937, -0.478, 3.282], [2.707, 1.825, 1.775], [4.420, 1.388, 1.940], [3.382, -0.643, 0.309], [4.267, 0.777, -0.265], [2.958, 0.890, -2.258], [2.107, -0.567, -1.736], [0.384, -0.934, 0.419], [-0.979, -2.021, 0.618], [-0.361, -3.324, -1.334], [0.692, -2.070, -1.963], [2.052, -3.860, -1.037], [2.232, -2.412, -0.022], [1.409, -4.366, 2.719], [2.856, -3.806, 1.847], [1.585, -2.638, 2.307], [-2.366, 1.928, -0.623], [-3.030, 0.806, 0.555], [-1.562, -0.103, 2.080], [0.067, 0.588, 2.274], [-1.333, 1.414, 2.994], [-3.691, -0.533, -2.184], [-2.618, -1.858, -2.572], [-4.802, -2.217, -1.058], [-4.051, -4.336, -0.670], [-2.642, -3.871, -1.636], [-2.601, -3.781, 0.143], [-4.458, -1.151, 0.758], [-0.301, 4.533, -3.312], [0.834, 5.180, 0.612], [0.215, 5.741, -0.941], [-1.566, 5.774, 0.832], [-1.997, 4.603, -0.427], [-1.311, 4.036, 1.113]], "atomic_forces_ev_per_a": [[-0.2, -0.1, -0.2], [0.0, -0.1, 0.0], [0.1, -0.2, 0.0], [-0.1, 0.0, 0.2], [0.2, -0.2, -0.2], [0.1, 0.0, -0.6], [-0.1, 0.0, 0.3], [0.3, 0.2, 0.4], [-0.6, -0.3, 0.0], [0.1, -0.1, 0.2], [0.0, 0.0, -0.1], [0.0, 0.1, 0.0], [-0.1, 0.0, 0.0], [0.0, 0.0, 0.1], [-0.1, 0.2, -0.1], [0.1, -0.1, 0.0], [0.1, 0.0, 0.0], [0.2, -0.3, -0.1], [-0.2, 0.0, -0.1], [-0.1, 0.0, 0.2], [-0.1, 0.0, 0.0], [-0.1, 0.2, -0.1], [0.2, -0.2, 0.2], [0.0, -0.2, -0.1], [0.0, 0.2, 0.1], [0.0, 0.1, 0.1], [0.1, 0.2, 0.1], [0.1, 0.0, 0.0], [-0.1, 0.0, 0.0], [0.2, 0.0, 0.0], [-0.2, 0.1, 0.1], [0.0, 0.2, 0.0], [-0.1, 0.1, 0.0], [0.0, 0.0, 0.1], [0.0, 0.3, -0.1], [-0.1, 0.0, -0.1], [0.1, 0.0, -0.1], [0.0, 0.0, 0.0], [-0.1, -0.1, 0.1], [0.0, 0.0, 0.0], [-0.1, -0.1, -0.1], [0.0, 0.1, 0.0], [-0.1, 0.0, 0.0], [0.0, -0.2, 0.0], [0.0, -0.1, 0.0], [0.1, 0.0, 0.0], [0.0, 0.1, 0.0], [-0.1, 0.0, 0.0], [0.0, -0.1, -0.1], [0.1, 0.0, 0.1], [-0.1, 0.1, 0.0], [0.1, 0.0, 0.0], [0.1, 0.1, 0.0], [-0.1, 0.0, 0.0], [0.1, 0.1, -0.2], [0.0, 0.0, 0.0], [-0.1, 0.1, -0.1], [0.0, 0.0, -0.1], [-0.1, -0.1, 0.0], [0.0, -0.1, -0.1], [0.1, 0.0, 0.0], [0.0, 0.1, -0.1]], "homo_lumo_gap_ev": 9.469, "e_above_lowest_ev": 0.121}

Number 1: DFT total energy -109878.1584 eV. Number 2: DFT total energy -55165.3434 eV. Number 3: DFT total energy -8478.3541 eV. Number 4: DFT total energy -49625.9680 eV.